1.
93
Properties=species:S:1:pos:R:3 method="wB97M-V/def2-TZVPD" lumo_ev=2.4515 relative_energy_kj_mol=68.1 homo_energy_ev=-4.83 total_charge=-1
Mg -0.54 -0.46 -0.38
C 0.86 3.32 -2.84
N -0.51 2.91 -3.03
C -1.35 3.95 -3.59
C -1.07 1.85 -2.34
N -0.68 1.50 -1.13
C -0.17 2.55 -0.34
C -0.91 3.71 -0.29
C -0.49 4.84 0.41
C 0.70 4.82 1.08
C 1.45 3.62 1.14
C 2.59 3.60 1.97
C 3.27 2.44 2.18
C 2.83 1.27 1.55
C 1.77 1.24 0.66
N 1.44 -0.02 0.12
C 2.47 -0.72 -0.32
N 3.58 -0.08 -0.83
C 3.40 0.97 -1.81
C 4.93 -0.38 -0.42
N 2.55 -2.06 -0.27
C 3.43 -2.81 -1.17
C 1.59 -2.88 0.46
C 1.03 2.45 0.44
N -2.08 1.26 -3.01
C -2.06 1.15 -4.47
C -3.00 0.33 -2.39
H 1.31 3.53 -3.82
H 1.43 2.53 -2.37
H 0.94 4.22 -2.22
H -1.24 4.87 -3.00
H -2.39 3.64 -3.57
H -1.06 4.17 -4.62
H -1.87 3.72 -0.79
H -1.12 5.73 0.43
H 1.05 5.69 1.62
H 2.90 4.52 2.46
H 4.12 2.40 2.86
H 3.32 0.33 1.79
H 2.48 0.77 -2.35
H 4.22 0.92 -2.53
H 3.37 1.97 -1.35
H 4.92 -1.16 0.34
H 5.39 0.52 0.01
H 5.55 -0.72 -1.25
H 4.22 -3.32 -0.61
H 3.86 -2.15 -1.91
H 2.83 -3.54 -1.71
H 0.80 -2.26 0.87
H 2.11 -3.41 1.27
H 1.15 -3.60 -0.22
H -3.05 1.40 -4.87
H -1.80 0.12 -4.73
H -1.31 1.80 -4.90
H -2.85 -0.66 -2.82
H -4.03 0.64 -2.59
H -2.83 0.28 -1.32
O -3.01 0.72 2.83
S -1.64 0.35 2.53
O -0.76 1.43 2.19
N -1.54 -0.80 1.43
C -2.41 -1.87 1.63
C -3.09 -2.17 2.81
C -3.95 -3.28 2.89
C -4.15 -4.11 1.83
C -3.48 -3.86 0.62
C -3.62 -4.67 -0.52
C -2.93 -4.34 -1.66
C -2.11 -3.20 -1.66
N -1.95 -2.43 -0.62
C -2.61 -2.74 0.52
C -0.91 -0.32 4.03
C -1.23 0.27 5.24
C -0.55 -0.12 6.39
C 0.44 -1.09 6.31
C 0.77 -1.65 5.09
C 0.10 -1.26 3.94
H -2.99 -1.54 3.67
H -4.48 -3.45 3.82
H -4.82 -4.97 1.90
H -4.27 -5.53 -0.48
H -3.00 -4.95 -2.55
H -1.58 -2.94 -2.57
H -2.01 1.02 5.26
H -0.79 0.35 7.34
H 0.96 -1.40 7.21
H 1.57 -2.38 5.02
H 0.35 -1.68 2.97
O -0.76 -1.59 -4.45
Se 0.47 -1.75 -3.41
O 0.74 -3.32 -3.13
O 0.00 -1.04 -1.99
O 1.81 -0.99 -3.91



2.
13
Properties=species:S:1:pos:R:3 method="wB97M-V/def2-TZVPD" lumo_ev=0.7769 relative_energy_kj_mol=246.5 homo_energy_ev=-9.83 total_charge=0
F 3.33 0.69 0.54
C 2.57 -0.26 0.06
C 3.11 -1.28 -0.48
F 4.42 -1.51 -0.70
H 1.53 -0.13 0.05
H 2.63 -2.17 -0.91
C -0.46 -1.69 0.38
C -0.67 -0.49 0.22
C -0.91 0.94 0.11
H -0.35 -2.66 0.51
H -2.00 1.04 0.05
H -0.46 1.39 -0.76
H -0.32 1.51 0.93



3.
80
Properties=species:S:1:pos:R:3 method="wB97M-V/def2-TZVPD" lumo_ev=-0.4304 relative_energy_kj_mol=47.4 homo_energy_ev=-8.30 total_charge=0
Pt 0.19 -0.06 0.13
C 2.94 1.00 2.43
C 1.60 1.06 3.14
P 0.33 0.00 2.38
C -1.23 0.38 3.20
C -2.21 -0.61 3.20
C -3.48 -0.33 3.69
C -3.77 0.94 4.17
C -2.80 1.93 4.17
C -1.53 1.66 3.67
C 0.74 -1.67 2.96
C 0.89 -2.73 2.08
C 1.18 -4.01 2.56
C 1.30 -4.22 3.92
C 1.12 -3.17 4.81
C 0.84 -1.90 4.34
C 2.91 1.67 1.05
P 2.37 0.50 -0.24
C 3.77 -0.66 -0.17
C 5.06 -0.19 -0.38
C 6.15 -1.04 -0.24
C 5.95 -2.37 0.11
C 4.66 -2.85 0.31
C 3.57 -1.99 0.16
C 2.57 1.41 -1.79
C 3.27 0.89 -2.87
C 3.29 1.57 -4.08
C 2.58 2.75 -4.22
C 1.84 3.25 -3.16
C 1.83 2.58 -1.95
H 3.26 -0.04 2.34
H 3.68 1.50 3.05
H 1.23 2.08 3.17
H 1.70 0.71 4.17
H -1.99 -1.59 2.80
H -4.24 -1.10 3.67
H -4.77 1.16 4.54
H -3.03 2.92 4.53
H -0.79 2.45 3.65
H 0.74 -2.57 1.02
H 1.28 -4.83 1.86
H 1.51 -5.22 4.29
H 1.20 -3.35 5.88
H 0.68 -1.09 5.04
H 3.90 2.03 0.79
H 2.24 2.53 1.05
H 5.23 0.84 -0.68
H 7.15 -0.67 -0.41
H 6.80 -3.03 0.23
H 4.50 -3.88 0.58
H 2.57 -2.37 0.30
H 3.80 -0.05 -2.78
H 3.83 1.15 -4.92
H 2.58 3.27 -5.17
H 1.25 4.15 -3.28
H 1.21 2.95 -1.14
O -3.67 -1.79 0.05
C -2.66 -1.11 0.10
O -1.47 -1.50 0.38
C -2.83 0.40 -0.10
C -4.01 0.92 -0.67
C -4.14 2.27 -0.76
C -3.12 3.11 -0.24
C -3.22 4.53 -0.23
C -2.22 5.29 0.30
C -1.06 4.68 0.82
C -0.93 3.32 0.81
C -1.97 2.50 0.30
N -1.85 1.14 0.34
H -4.75 0.23 -1.03
H -5.01 2.72 -1.22
H -4.11 4.98 -0.65
H -2.31 6.37 0.33
H -0.26 5.30 1.22
H -0.05 2.82 1.19
F 0.35 0.28 -4.00
B -0.47 0.02 -2.91
F 0.20 -0.93 -2.02
F -1.71 -0.47 -3.26
F -0.63 1.21 -2.12



4.
11
Properties=species:S:1:pos:R:3 method="wB97M-V/def2-TZVPD" lumo_ev=0.6254 relative_energy_kj_mol=387.3 homo_energy_ev=-9.09 total_charge=0
C 1.11 -0.22 -1.11
C -0.04 0.03 -0.23
C 0.15 -0.29 1.06
O -1.08 -0.05 1.68
C -1.84 0.53 0.69
N -1.27 0.64 -0.46
H 2.04 -0.50 -0.05
H 1.17 0.52 -1.94
H 1.29 -1.22 -1.46
H 1.38 -0.71 1.05
H -2.84 0.87 0.96



5.
12
Properties=species:S:1:pos:R:3 method="wB97M-V/def2-TZVPD" lumo_ev="0.7470 / -2.5636" relative_energy_kj_mol=50.2 homo_energy_ev="-8.66 / -8.65" multiplicity=2 total_charge=0 s2=0.75
C -1.46 1.84 1.37
S -1.38 1.92 -0.45
H -0.48 1.56 1.76
H -1.68 2.84 1.73
H -2.18 1.08 1.66
C 1.60 -2.13 -1.24
C 1.02 -1.00 -0.85
O -0.18 -0.93 -0.24
H 2.62 -2.11 -1.57
H 0.99 -3.01 -1.10
H 1.59 -0.07 -0.85
H -0.46 0.00 -0.21



6.
38
Properties=species:S:1:pos:R:3 method="wB97M-V/def2-TZVPD" lumo_ev=7.4838 homo_energy_ev=-1.75 total_charge=-4
Li 1.62 -2.67 0.76
Li 0.96 1.23 0.36
Li -2.88 -0.13 0.61
B -2.94 -1.95 -1.72
F -2.96 -2.85 -0.63
F -1.93 -2.26 -2.60
F -4.21 -2.09 -2.39
F -2.88 -0.61 -1.25
B 0.11 4.33 1.65
F 0.88 4.62 0.52
F -1.18 4.87 1.55
F 0.06 2.93 1.90
F 0.74 4.95 2.80
B -0.22 -0.73 0.99
F -1.08 0.38 0.94
F 0.60 -0.62 2.14
F -0.97 -1.91 1.12
F 0.66 -0.82 -0.11
B 2.25 -4.12 -1.26
F 2.30 -4.36 -2.63
F 0.98 -3.66 -0.81
F 2.60 -5.32 -0.58
F 3.11 -3.08 -0.87
B -4.25 2.01 0.82
F -5.42 2.50 1.47
F -4.67 0.88 0.05
F -3.78 2.97 -0.05
F -3.25 1.53 1.68
B 4.60 -1.11 1.10
F 4.89 -0.44 -0.09
F 5.33 -2.31 1.22
F 4.96 -0.26 2.19
F 3.21 -1.40 1.21
B 0.55 1.90 -2.03
F 0.47 2.87 -3.06
F -0.36 2.10 -0.96
F 0.23 0.65 -2.56
F 1.86 1.97 -1.49